The following is a DFT calculation (ωB97M-V/def2-TZVPD) of 3 unconnected molecules or ions with the total composition C4H10O2.

* ΔE to the lowest compared entry with this formula, charge and spin: 89.2 kcal/mol
* electronic energy: -8401.680 eV
* HOMO-LUMO gap: 9.525 eV
* HOMO level: -9.17 eV

Each line ends with the natural charge from an NBO analysis.
Element x y z (Å)
C: 1.3586 -1.7459 -0.0483  -0.605
C: 0.0581 -1.0656 -0.4623  -0.505
C: -0.0645 0.3604 -0.0393  0.580
O: 1.0180 1.0239 0.2178  -0.651
C: -1.1918 1.3161 -0.3983  -0.173
O: -1.0351 2.3517 0.4824  -0.792
H: 1.3979 -2.7581 -0.4611  0.218
H: 2.2253 -1.1901 -0.4154  0.221
H: 1.4369 -1.8152 1.0406  0.219
H: -0.0406 -1.0604 -1.5581  0.243
H: -0.8189 -1.6019 -0.0851  0.242
H: -0.8137 0.4658 1.6122  -0.144
H: 0.6076 1.9401 0.4314  0.521
H: -2.1650 0.8015 -0.3732  0.176
H: -0.9848 1.6261 -1.4371  0.216
H: -0.9880 1.3517 1.4938  0.236



The following is a DFT calculation (ωB97M-V/def2-TZVPD) of a molecular structure, C34H46AlF24O17 at a distorted geometry.

* ΔE to the lowest compared entry with this formula, charge and spin: 88.4 kcal/mol
* electronic energy: -142628.072 eV
* total charge: -1
* HOMO-LUMO gap: 6.825 eV
* HOMO level: -5.26 eV

Each line ends with the Löwdin charge.
Element x y z (Å)
F: 3.5535 2.2513 0.1722  0.014
C: 3.5076 0.9619 -0.5651  -0.169
F: 4.7947 0.7099 -1.3146  -0.023
F: 3.3331 -0.2302 0.3205  -0.030
C: 2.3180 0.9270 -1.7403  -0.079
O: 2.5576 -0.3041 -2.5092  -0.221
C: 1.3112 -0.9096 -3.0032  -0.176
C: 0.3470 -1.5566 -1.8420  -0.101
C: -1.1475 -0.8826 -1.7569  -0.359
C: -1.5274 0.0663 -0.4504  -0.256
O: -2.5200 1.1483 -0.7339  -0.338
Al: -1.8756 1.6732 -2.4652  0.283
O: -1.7079 -0.1836 -2.9239  -0.311
H: 2.4952 1.9224 -2.3752  0.158
H: 1.2397 1.0287 -1.2899  0.117
H: 0.7850 -0.1192 -3.6964  0.133
H: 1.6322 -1.8026 -3.7236  0.133
H: 0.8790 -1.3147 -0.8013  0.115
H: 0.3093 -2.7451 -1.8884  0.119
H: -1.8476 -1.8155 -1.6616  0.115
H: -0.6416 0.6256 0.0712  0.095
H: -1.9891 -0.6079 0.3903  0.110
H: -2.9801 2.3915 -3.3528  -0.065
H: -0.5026 2.5022 -2.2877  -0.037
C: 5.0878 -0.1983 2.4833  -0.058
C: 5.7801 -1.4970 2.8566  -0.201
O: 6.9537 -1.2349 3.6400  0.007
C: 6.7493 -1.0123 4.9779  -0.327
O: 5.6438 -1.0237 5.5123  0.144
C: 8.0809 -0.7996 5.6966  -0.469
F: 8.9163 0.0419 5.0216  0.138
F: 8.7686 -1.9665 5.8591  0.131
F: 7.9354 -0.2672 6.9428  0.139
H: 5.7864 0.4798 1.9812  0.090
H: 4.2397 -0.3887 1.8192  0.053
H: 4.7215 0.3239 3.3723  0.083
H: 6.1124 -2.0079 1.9472  0.126
H: 5.1029 -2.1797 3.3809  0.127
C: -7.6699 1.0912 -1.7789  -0.057
C: -8.1080 -0.1377 -2.5556  -0.213
O: -6.9755 -0.7863 -3.1525  0.018
C: -6.2545 -1.6172 -2.3332  -0.313
O: -6.5261 -1.8183 -1.1526  0.134
C: -5.1147 -2.2781 -3.1072  -0.467
F: -4.4333 -1.3983 -3.8967  0.150
F: -5.5618 -3.2642 -3.9371  0.131
F: -4.1842 -2.8563 -2.2963  0.137
H: -7.0883 1.7637 -2.4186  0.095
H: -8.5371 1.6333 -1.3906  0.051
H: -7.0267 0.8180 -0.9370  0.080
H: -8.7692 0.1646 -3.3741  0.121
H: -8.6720 -0.8339 -1.9258  0.112
C: 2.8938 6.9965 -3.3358  -0.068
C: 1.8414 7.4357 -2.3334  -0.218
O: 0.5298 7.0717 -2.7882  0.003
C: 0.1474 5.7756 -2.5532  -0.318
O: 0.8565 4.9437 -1.9937  0.128
C: -1.2821 5.5408 -3.0394  -0.467
F: -1.5120 6.0682 -4.2765  0.135
F: -2.2059 6.1050 -2.2092  0.142
F: -1.6057 4.2196 -3.1264  -0.005
H: 2.6676 7.3947 -4.3308  0.082
H: 3.8860 7.3432 -3.0324  0.079
H: 2.9209 5.9066 -3.4282  0.077
H: 1.8555 8.5267 -2.2439  0.122
H: 2.0380 7.0278 -1.3362  0.125
C: -6.8285 -1.4786 4.4515  -0.068
C: -6.9185 -1.3982 2.9380  -0.208
O: -7.8917 -0.4204 2.5426  0.008
C: -7.4702 0.8848 2.5413  -0.321
O: -6.3373 1.2383 2.8568  0.154
C: -8.5849 1.8088 2.0528  -0.460
F: -9.7939 1.5206 2.6158  0.137
F: -8.7660 1.7258 0.7033  0.117
F: -8.3460 3.1229 2.3244  0.142
H: -7.8159 -1.6676 4.8862  0.080
H: -6.1477 -2.2785 4.7569  0.081
H: -6.4691 -0.5366 4.8765  0.076
H: -7.2556 -2.3611 2.5408  0.127
H: -5.9437 -1.1865 2.4859  0.132
C: 7.1658 -2.1560 -2.6527  -0.061
C: 5.9465 -1.8101 -3.4887  -0.208
O: 6.0544 -2.3858 -4.7988  0.011
C: 5.6992 -3.7060 -4.9093  -0.325
O: 5.3107 -4.3912 -3.9672  0.143
C: 5.8117 -4.1730 -6.3598  -0.471
F: 6.9671 -3.7624 -6.9583  0.135
F: 4.7942 -3.6959 -7.1332  0.143
F: 5.7824 -5.5297 -6.4874  0.137
H: 8.0842 -1.8573 -3.1695  0.081
H: 7.1254 -1.6525 -1.6823  0.078
H: 7.2341 -3.2344 -2.4809  0.075
H: 5.8913 -0.7249 -3.6218  0.126
H: 5.0184 -2.1224 -2.9982  0.125
C: 12.2163 -2.5250 6.9338  -0.060
C: 11.7782 -3.7539 6.1571  -0.211
O: 12.9107 -4.4025 5.5603  0.011
C: 13.6317 -5.2334 6.3795  -0.325
O: 13.3601 -5.4345 7.5601  0.142
C: 14.7714 -5.8943 5.6055  -0.471
F: 15.4529 -5.0145 4.8161  0.139
F: 14.3244 -6.8804 4.7756  0.142
F: 15.7020 -6.4725 6.4164  0.139
H: 12.7979 -1.8525 6.2941  0.086
H: 11.3491 -1.9829 7.3221  0.077
H: 12.8595 -2.7982 7.7757  0.077
H: 11.1170 -3.4516 5.3386  0.121
H: 11.2142 -4.4501 6.7869  0.128
C: -14.1837 3.8805 -0.1440  -0.065
C: -14.6218 2.6517 -0.9207  -0.214
O: -13.4893 2.0030 -1.5175  0.009
C: -12.7683 1.1721 -0.6982  -0.318
O: -13.0399 0.9711 0.4823  0.146
C: -11.6286 0.5113 -1.4722  -0.463
F: -10.9471 1.3910 -2.2617  0.139
F: -12.0756 -0.4748 -2.3021  0.145
F: -10.6980 -0.0670 -0.6614  0.141
H: -13.6021 4.5531 -0.7837  0.085
H: -15.0509 4.4226 0.2443  0.081
H: -13.5405 3.6073 0.6979  0.078
H: -15.2830 2.9539 -1.7391  0.125
H: -15.1858 1.9554 -0.2909  0.125



The following is a DFT calculation (ωB97M-V/def2-TZVPD) of C14H13Cl3N2O4 in the gas phase.

* ΔE to the lowest compared entry with this formula, charge and spin: 0.0 kcal/mol
* SMILES: CCOC(=O)NC(=O)C(/C=N/c1ccc(Cl)c(Cl)c1Cl)=C(\C)O
* electronic energy: -63467.087 eV
* HOMO-LUMO gap: 8.320 eV
* HOMO level: -8.29 eV

Each line ends with the natural charge from an NBO analysis.
Element x y z (Å)
C: -1.3555 2.9927 0.5399  -0.636
C: -1.7216 2.2677 1.8263  -0.072
H: -1.8734 2.9734 2.6458  0.190
H: -2.6215 1.6614 1.6825  0.202
O: -0.6567 1.4182 2.2607  -0.513
C: -0.6478 0.1648 1.7957  0.925
O: -1.5025 -0.3354 1.1178  -0.631
N: 0.4652 -0.4798 2.2995  -0.654
C: 0.9613 -1.7279 1.9792  0.704
O: 1.7530 -2.2657 2.7190  -0.579
C: 0.5060 -2.2956 0.6867  -0.318
C: 0.1580 -3.6058 0.5692  0.479
O: -0.2027 -4.0864 -0.6359  -0.656
H: -0.4762 -5.0105 -0.5628  0.492
C: 0.0895 -4.5669 1.7072  -0.703
H: 0.5453 -4.1528 2.5990  0.272
H: -0.9527 -4.8130 1.9192  0.231
H: 0.6119 -5.4881 1.4464  0.226
C: 0.5160 -1.4411 -0.4745  0.172
N: 0.9035 -0.2310 -0.4162  -0.483
C: 0.8014 0.6658 -1.4411  0.195
C: -0.3162 0.7398 -2.2809  -0.245
C: -0.4396 1.7517 -3.2099  -0.215
C: 0.5543 2.7114 -3.3305  -0.079
C: 1.6773 2.6655 -2.5048  -0.076
C: 1.7909 1.6550 -1.5598  -0.095
Cl: 3.1607 1.5818 -0.5284  0.055
Cl: 2.9056 3.8592 -2.6426  0.054
Cl: 0.3954 3.9712 -4.4912  0.034
H: -1.3068 1.8068 -3.8482  0.233
H: -1.1002 0.0080 -2.1618  0.228
H: 0.2099 -1.9191 -1.4090  0.181
H: 0.9677 0.0148 3.0278  0.427
H: -0.4262 3.5413 0.6694  0.216
H: -2.1461 3.6891 0.2765  0.217
H: -1.2274 2.2791 -0.2701  0.220



The following is a DFT calculation (ωB97M-V/def2-TZVPD) of C5HNO3 in the gas phase at a distorted geometry.

* spin multiplicity: 3
* <S²>: 2.0236
* electronic energy: -12826.226 eV
* HOMO-LUMO gap (alpha / beta): 6.750 / 8.184 eV
* HOMO level (alpha / beta): -7.00 / -10.45 eV

Each line ends with the Mulliken spin population.
Element x y z (Å)
C: 1.1166 0.3068 0.3480  0.110
C: -0.3846 0.4927 0.5256  0.585
C: 0.3778 1.4850 -0.0939  0.016
C: 2.2293 -0.2534 0.3957  0.135
C: -1.7806 -1.4895 -0.2928  0.673
N: -1.4692 -0.2861 0.0470  0.012
O: 0.6403 2.6044 -0.4806  0.018
O: 3.3331 -0.6069 0.2539  0.171
O: -1.8623 -2.6637 -0.3023  0.251
H: -2.2005 0.4107 -0.4005  0.030